Entry from the Open Molecules 2025 dataset: 15 unconnected molecules or ions with the total composition C60H150O30 in a non-equilibrium geometry (ωB97M-V/def2-TZVPD).

Cartesian coordinates (Å):
C -1.3299 2.5558 -5.3869
O -1.7012 3.7752 -4.7555
C -2.5948 4.5722 -5.5093
C -2.9547 5.8286 -4.7495
O -2.0779 6.8463 -5.1205
C -2.0300 7.9294 -4.2694
H -2.1216 1.7965 -5.3031
H -0.4287 2.2178 -4.8133
H -1.2013 2.7903 -6.4464
H -3.5163 3.9571 -5.5706
H -2.0972 4.8480 -6.5014
H -2.9453 5.5775 -3.6830
H -4.0081 6.0964 -4.9812
H -1.2957 8.6114 -4.6723
H -1.6686 7.6444 -3.2668
H -2.9690 8.5039 -4.1947
C -4.7731 -3.4252 -2.8885
O -4.6432 -2.0449 -2.6448
C -5.8536 -1.3516 -2.3960
C -6.3333 -0.6819 -3.6681
O -5.4781 0.4106 -3.9636
C -5.4912 1.0116 -5.2519
H -3.7646 -3.7614 -2.6619
H -5.2271 -3.6623 -3.8791
H -5.4239 -4.0253 -2.1689
H -5.5322 -0.5140 -1.7529
H -6.6236 -1.8806 -1.8749
H -7.3368 -0.3335 -3.6376
H -6.2770 -1.4274 -4.4631
H -5.5896 0.2496 -6.0664
H -4.4976 1.5571 -5.2914
H -6.3124 1.7291 -5.4037
C 3.9415 -4.3644 -0.2755
O 3.7600 -3.0305 -0.7540
C 3.8157 -2.9134 -2.1374
C 3.5847 -1.4223 -2.5421
O 2.2042 -1.1208 -2.5248
C 1.8564 0.0569 -3.1578
H 3.2644 -5.0690 -0.7203
H 3.8297 -4.3039 0.8118
H 4.9379 -4.6839 -0.4728
H 3.0453 -3.6063 -2.5776
H 4.8298 -3.2025 -2.4830
H 3.9432 -1.1960 -3.5743
H 4.1106 -0.8262 -1.7704
H 0.8206 -0.0220 -2.9058
H 1.9930 0.0157 -4.2593
H 2.3766 0.9217 -2.7404
C 6.4190 -4.7223 2.5252
O 7.2066 -4.3812 1.3868
C 7.7536 -3.1263 1.5778
C 8.1901 -2.5778 0.2659
O 7.1005 -2.1977 -0.5175
C 7.5338 -1.6099 -1.6988
H 7.0906 -4.8923 3.4077
H 5.8687 -5.6620 2.3999
H 5.6868 -3.9488 2.8592
H 8.6675 -3.1855 2.1539
H 7.0906 -2.4182 2.0389
H 8.8715 -3.2508 -0.2932
H 8.8314 -1.6446 0.4644
H 6.6910 -1.1887 -2.2529
H 8.0463 -2.4069 -2.2459
H 8.3156 -0.8064 -1.5815
C -2.5392 -1.3415 6.5613
O -2.2510 -0.6048 5.3959
C -3.3779 -0.0776 4.8428
C -2.9390 0.7490 3.6451
O -2.2239 1.8762 3.8728
C -2.9260 2.9618 4.3736
H -2.9982 -2.3293 6.3859
H -3.1518 -0.7056 7.2506
H -1.6213 -1.5002 7.0808
H -4.0009 0.5090 5.5944
H -4.0290 -0.9108 4.5281
H -3.8032 1.0650 3.0087
H -2.3932 -0.0043 3.0225
H -2.2626 3.8118 4.5814
H -3.5850 2.7080 5.2580
H -3.6135 3.3384 3.5705
C 0.2973 6.2596 3.7093
O 0.2260 5.1375 4.5262
C 1.0056 4.0259 4.0269
C 2.3484 4.0083 4.7619
O 3.4450 4.0858 3.8132
C 3.4964 2.9723 2.9775
H -0.3146 7.0882 4.0687
H -0.0842 5.9588 2.7371
H 1.4094 6.5500 3.4601
H 1.1885 4.2540 3.0011
H 0.3620 3.1642 4.2327
H 2.4264 3.1619 5.4344
H 2.3869 4.9202 5.3585
H 3.6306 1.9570 3.4898
H 4.3960 3.0048 2.3747
H 2.5872 2.8170 2.4112
C 2.3009 4.2660 -0.5156
O 1.7568 3.5097 -1.5442
C 0.5581 4.0186 -2.1651
C 0.8421 5.1664 -3.0836
O 1.1904 6.3782 -2.4520
C 1.3348 7.4495 -3.3772
H 2.7055 5.1819 -0.8070
H 3.0977 3.6819 -0.1425
H 1.6504 4.2979 0.3311
H -0.2825 4.3678 -1.5165
H 0.0835 3.2397 -2.7025
H -0.0441 5.3215 -3.7211
H 1.7613 4.9245 -3.6393
H 2.4120 7.7334 -3.4915
H 0.7206 8.3317 -3.0164
H 0.8444 7.1733 -4.3017
C 0.5219 -5.3620 3.1269
O 0.4670 -4.1365 3.7656
C 1.0849 -3.1099 2.9845
C 0.7521 -1.7246 3.5321
O 1.5931 -1.2414 4.5594
C 1.0255 -0.0386 5.0836
H 0.1121 -5.4478 2.1521
H 0.0070 -6.0944 3.7648
H 1.5377 -5.6867 3.0403
H 0.6321 -3.1862 1.9338
H 2.1864 -3.2387 2.9176
H -0.2635 -1.7086 3.8837
H 0.8226 -1.0457 2.6964
H 0.5420 0.5547 4.3384
H 1.8744 0.4720 5.6307
H 0.2768 -0.3148 5.7841
C -4.4783 -1.5820 0.7621
O -4.1242 -1.9773 2.0878
C -2.9046 -2.6810 2.1931
C -2.7103 -3.3577 3.5215
O -3.6103 -4.5024 3.5422
C -4.9655 -4.2849 3.9194
H -5.4570 -1.0424 0.8215
H -4.5625 -2.4800 0.1014
H -3.6965 -0.9255 0.3080
H -2.1040 -1.9234 2.0668
H -2.9534 -3.4653 1.4237
H -3.0111 -2.7655 4.3570
H -1.7182 -3.7514 3.7538
H -5.2799 -5.3132 4.2846
H -5.5301 -3.8367 3.0973
H -4.9790 -3.5364 4.7454
C -2.9062 -1.5685 -5.5331
O -1.9220 -1.7156 -6.5438
C -2.3947 -1.5769 -7.8271
C -1.3855 -2.0647 -8.8714
O -1.7895 -3.3801 -9.0610
C -0.8527 -4.1081 -9.7850
H -3.5553 -2.4355 -5.4892
H -3.4759 -0.6528 -5.6916
H -2.4267 -1.5556 -4.5889
H -2.7820 -0.5867 -8.1255
H -3.2572 -2.2549 -8.0922
H -0.3408 -2.0646 -8.3878
H -1.2835 -1.5928 -9.8215
H -0.7422 -3.6827 -10.7736
H -1.3588 -5.1163 -9.9178
H 0.1453 -4.2212 -9.1983
C -2.4596 -6.4415 0.2802
O -1.1261 -6.7892 0.0417
C -0.8330 -6.3870 -1.2717
C -0.4545 -4.8752 -1.4159
O -1.5693 -4.0431 -1.6916
C -1.2725 -2.7108 -2.0691
H -2.6908 -6.6696 1.3252
H -3.1421 -7.0351 -0.3482
H -2.7247 -5.3452 0.1747
H -1.7939 -6.5943 -1.8532
H -0.0685 -7.1036 -1.6594
H 0.3747 -4.6194 -2.1802
H -0.0879 -4.6199 -0.4364
H -0.7483 -2.1626 -1.2273
H -2.2725 -2.2721 -2.2687
H -0.6302 -2.5965 -2.9238
C -1.5882 6.5744 -0.3529
O -2.5152 5.6285 -0.8509
C -3.8031 5.8513 -0.3939
C -4.7358 4.8094 -0.9271
O -4.6926 3.6402 -0.2239
C -5.6956 2.6879 -0.5023
H -1.3441 6.2762 0.6305
H -2.1096 7.5738 -0.4409
H -0.7021 6.4838 -1.0157
H -4.2183 6.8404 -0.7780
H -4.0071 5.8862 0.6979
H -4.5275 4.6377 -2.0295
H -5.7341 5.2240 -0.8004
H -5.5651 2.2990 -1.4976
H -6.6540 3.2539 -0.4764
H -5.5497 1.8697 0.2334
C 1.2148 0.1226 0.5803
O -0.1313 -0.2973 0.4081
C -1.1037 0.7599 0.4854
C -1.1479 1.6778 -0.7360
O -1.4856 1.0041 -1.9115
C -2.8951 0.9283 -2.1315
H 1.5916 0.5228 -0.3656
H 1.8650 -0.7188 0.8924
H 1.2449 0.9164 1.3664
H -0.8949 1.3454 1.3950
H -2.0893 0.3319 0.6817
H -0.1376 2.0514 -0.8279
H -1.9593 2.4019 -0.4446
H -3.4886 0.5126 -1.3385
H -3.0608 0.3876 -3.0740
H -3.2585 1.9599 -2.2225
C 3.8288 -3.8977 5.3424
O 4.8376 -3.2609 6.0898
C 4.3866 -2.1473 6.8377
C 3.8324 -2.5625 8.1943
O 2.4993 -3.1077 8.1211
C 1.4460 -2.2019 8.3219
H 2.9902 -4.3426 5.9434
H 4.2405 -4.5590 4.6233
H 3.4000 -3.0793 4.7247
H 3.6251 -1.5811 6.2460
H 5.2826 -1.5558 6.9986
H 3.9279 -1.7391 8.8620
H 4.4958 -3.3933 8.4297
H 1.6827 -1.5711 9.2128
H 0.6229 -2.8831 8.4954
H 1.2295 -1.5345 7.4532
C 5.1890 2.1587 -2.3532
O 5.4507 1.0864 -1.3981
C 4.5812 1.2522 -0.3293
C 5.0402 0.1101 0.6509
O 4.3259 0.2694 1.8140
C 4.5949 -0.7807 2.7456
H 4.2218 1.9668 -2.8398
H 5.9856 2.1227 -3.0985
H 5.0803 3.1355 -1.8640
H 3.4925 1.2116 -0.5537
H 4.7500 2.1969 0.2022
H 6.0864 0.3248 0.7733
H 5.0724 -0.9436 0.2527
H 5.6497 -0.6408 3.0038
H 4.5589 -1.7176 2.1704
H 3.9078 -0.7692 3.5693

Values from the calculation:
Molecular weight   1351.83 g mol⁻¹
Energy   -126055.222 eV
Multiplicity   1
Charge   0
Energy relative to the best compared isomer or geometry (same formula, charge and spin)   76.5 kcal/mol
E_LUMO   0.56 eV